An isolated molecule of C14H17F4NO3, computed with ωB97M-V/def2-TZVPD.

Last column: Mulliken charge in e.
Atoms and positions in Å:
1 O 3.2987 0.0240 1.3441  -0.72
2 C 2.1364 -0.1049 0.9774  0.07
3 N 1.7060 -1.2799 0.2795  -0.16
4 C 2.9103 -2.2443 0.0144  -0.51
5 C 2.4182 -3.8293 0.8997  -0.90
6 C 2.2411 -4.7396 -0.5327  -0.58
7 C 1.8208 -3.9241 -1.7068  -0.13
8 C 2.7500 -2.7864 -1.6501  -1.04
9 C 1.0383 0.7643 1.1247  0.89
10 C 1.0814 1.8758 1.8318  -1.09
11 C -0.0992 2.4273 1.7577  -0.31
12 C -0.9986 1.1963 1.3513  0.67
13 C -2.4910 1.1440 1.1515  -0.80
14 O -2.5938 1.6302 -0.1913  -0.35
15 C -3.9069 2.2245 -0.7546  -0.69
16 C -3.6208 3.6958 -0.4029  0.68
17 F -3.5569 4.2100 0.8550  -0.28
18 F -4.7749 4.3829 -1.0962  -0.38
19 C -2.3116 4.3897 -1.3624  0.19
20 F -1.3130 3.9547 -0.7525  -0.17
21 F -2.3483 3.9294 -2.4778  -0.26
22 O -0.2391 0.2759 0.9206  -0.37
23 H 0.8599 -1.4123 0.1407  0.32
24 H 3.7913 -2.0785 0.3837  0.81
25 H 1.5054 -3.5319 1.4191  0.32
26 H 3.1807 -4.1068 1.4690  0.42
27 H 3.1880 -5.2249 -0.7445  0.29
28 H 1.4117 -5.6097 -0.0538  0.29
29 H 0.7039 -3.5500 -1.4938  0.14
30 H 1.7794 -4.5869 -2.7037  0.28
31 H 3.7973 -2.8092 -1.8421  0.38
32 H 2.2309 -1.8823 -2.1082  0.31
33 H 2.0095 2.4558 2.0824  0.36
34 H -0.7054 3.2380 2.3291  0.31
35 H -2.6977 0.3025 1.0203  0.66
36 H -2.9834 2.0751 1.6680  0.31
37 H -4.8189 1.9122 -0.0919  0.31
38 H -4.0019 2.1409 -1.7799  0.38
39 H -2.3977 5.4517 -1.2747  0.33

Cartesian forces, eV/Å:
O -1.02 0.70 -0.12
C 0.22 -4.04 -1.95
N 15.04 2.41 2.83
C -10.70 -5.38 -2.81
C -2.20 3.62 -7.66
C -2.45 -2.59 5.48
C -2.80 -1.49 -0.36
C -0.47 4.94 2.77
C 1.07 -2.60 0.42
C 4.80 3.11 -0.12
C -10.43 -1.19 1.75
C -0.06 6.86 1.87
C 4.00 15.39 0.49
O -1.61 0.57 -3.85
C 1.57 0.59 7.49
C -0.86 3.37 -4.71
F -0.25 -1.38 -0.96
F 1.39 -0.82 1.54
C -5.79 1.23 7.57
F 5.63 -1.21 2.73
F -0.67 -2.54 -7.89
O 2.28 -0.73 -0.53
H -9.52 -2.21 -1.94
H 4.70 2.24 1.68
H 0.12 -0.54 -0.16
H 3.09 -1.43 2.47
H 0.11 -0.25 0.23
H 2.34 2.08 -2.16
H 2.32 -0.63 -0.74
H 0.26 1.67 2.12
H 0.56 -0.82 -1.21
H 1.30 -0.95 0.13
H -0.86 -1.23 -0.10
H 1.82 -1.14 -1.24
H -4.66 -13.20 0.04
H 0.48 -2.96 0.60
H 1.49 0.15 -1.59
H 0.00 -0.62 -1.88
H -0.23 1.00 -0.25

Output
Energy relative to the best compared isomer or geometry (same formula, charge and spin) (eV): 11.684
Gap between HOMO and LUMO (eV): 8.510